Here is a structure of composition C52H70AsAuClN7O3PS at a distorted geometry from OMol25. Energies are from the ωB97M-V functional and the def2-TZVPD basis.

Results
Relative energy (zero: lowest compared OMol25 entry of this formula, charge and spin): 2.5 kcal per mole
LUMO: -8.8548 eV
2S+1: 1
Net charge: +3
E_HOMO: -0.50431 hartree
F_max: 0.025 Eh/bohr
Molar mass: 1211.6 g/mol

Structure (XYZ):
```
137
Properties=species:S:1:pos:R:3:mulliken_charge:R:1
Au -0.8424 -0.4875 -0.0598 3.10
C -1.9246 -2.2453 -4.2894 -1.19
S -2.2432 -2.1746 -2.5486 0.59
C -1.8532 -3.8455 -2.1043 -0.30
O -1.0284 -1.3483 -2.0440 -1.38
H -0.9550 -2.7027 -4.4722 0.39
H -1.9521 -1.2241 -4.6614 0.41
H -2.7262 -2.8231 -4.7483 0.46
H -2.6426 -4.4907 -2.4903 0.49
H -1.8343 -3.8878 -1.0192 -0.46
H -0.8832 -4.1072 -2.5226 0.48
C -0.9375 1.3230 4.4324 -1.43
C -1.4133 0.5086 3.2161 2.86
C -1.0042 -0.9479 3.4344 -1.90
C -2.9252 0.6358 3.0547 -2.09
P -0.5343 1.0916 1.6931 -1.54
C 1.2114 1.0925 2.1148 1.76
C 1.9032 -0.1144 2.1965 -0.61
C 3.2111 -0.1420 2.6547 -1.17
C 3.8400 1.0345 3.0352 -0.90
C 3.1520 2.2380 2.9807 -0.88
C 1.8414 2.2696 2.5346 -0.95
C -1.1316 2.7534 1.0457 2.86
C -2.4121 2.5484 0.2336 -2.22
C -1.4478 3.7319 2.1919 -1.68
C -0.0744 3.3949 0.1506 -1.57
H -1.3997 0.8614 5.3077 0.54
H -1.2512 2.3607 4.4111 0.38
H 0.1415 1.2752 4.5706 0.26
H -1.5587 -1.3250 4.2959 0.62
H 0.0575 -1.0352 3.6593 0.48
H -1.2326 -1.5877 2.5862 0.09
H -3.4085 0.1311 3.8942 0.70
H -3.2777 0.1737 2.1348 -0.48
H -3.2653 1.6681 3.0575 0.43
H 1.4071 -1.0444 1.9403 0.74
H 3.7387 -1.0839 2.7214 0.51
H 4.8628 1.0169 3.3844 0.49
H 3.6347 3.1546 3.2893 0.54
H 1.3243 3.2152 2.5337 0.33
H -3.2349 2.2069 0.8553 0.46
H -2.2854 1.8501 -0.5957 0.08
H -2.6946 3.5142 -0.1884 0.72
H -2.3182 3.4425 2.7717 0.42
H -1.6768 4.6910 1.7225 0.57
H -0.6174 3.9001 2.8725 0.23
H 0.3040 2.7246 -0.6083 -0.38
H 0.7801 3.7662 0.7037 0.52
H -0.5410 4.2452 -0.3506 0.69
C 3.2547 4.0009 -5.3241 -1.72
C 4.2614 2.9677 -4.8010 1.72
C 5.6004 3.6698 -4.5309 -1.64
C 4.5002 1.9165 -5.8921 -2.03
C 3.7611 2.3122 -3.4718 1.47
O 4.7542 1.4699 -2.9085 -0.73
C 3.2905 3.3684 -2.4520 -1.63
C 3.5328 3.0282 -0.9783 1.28
C 4.9652 3.1609 -0.5208 -0.54
C 5.5493 4.4187 -0.4062 -0.40
C 6.8560 4.5678 0.0357 -1.02
C 7.5867 3.4400 0.3748 0.18
Cl 9.2181 3.6070 0.9345 -0.19
C 7.0281 2.1743 0.2705 -1.12
C 5.7219 2.0464 -0.1754 0.45
C 2.6279 1.3328 -3.8101 -2.03
N 2.0527 0.6690 -2.6276 1.01
C 0.8993 0.9211 -2.0462 -0.67
N 0.7960 0.1448 -0.9609 0.15
C 1.9439 -0.6013 -0.9751 -0.84
N 2.7187 -0.3047 -1.9737 -0.86
H 3.5856 4.3603 -6.2978 0.51
H 3.1674 4.8696 -4.6733 0.34
H 2.2577 3.5813 -5.4699 0.30
H 5.8578 4.2905 -5.3889 0.53
H 6.4208 2.9582 -4.4170 0.49
H 5.5841 4.3209 -3.6558 0.29
H 5.1070 2.3501 -6.6855 0.51
H 3.5729 1.5805 -6.3592 0.36
H 5.0365 1.0488 -5.5059 0.33
H 5.5991 1.9366 -2.8945 0.72
H 2.2271 3.5751 -2.6178 0.26
H 3.7889 4.3186 -2.6438 1.11
H 3.1760 2.0266 -0.7182 -1.19
H 2.9363 3.7333 -0.3954 0.51
H 4.9806 5.3063 -0.6594 0.45
H 7.3043 5.5465 0.1228 0.48
H 7.6201 1.3067 0.5238 0.46
H 5.2898 1.0578 -0.2808 0.56
H 2.9920 0.5421 -4.4592 0.52
H 1.7915 1.8408 -4.2881 0.30
H 0.1701 1.6173 -2.4154 0.72
H 2.1605 -1.3657 -0.2576 0.60
N 2.6792 -5.0755 -0.5550 -0.31
C 2.1093 -5.5502 0.5660 0.48
N 2.5704 -6.6778 1.0996 -0.36
N 1.1079 -4.9489 1.1886 -0.70
C 0.6475 -3.8052 0.8069 0.85
N 0.1363 -2.7845 0.5758 -1.03
H 3.3986 -5.5847 -1.0401 0.22
H 2.2532 -4.3057 -1.0422 0.14
H 3.3217 -7.2061 0.6918 0.20
H 2.1613 -7.0024 1.9599 0.24
O -2.6992 -1.2769 0.1903 1.03
As -4.0474 -1.9435 1.0647 1.66
C -3.4973 -2.7373 2.6915 1.03
C -2.4548 -3.6620 2.6380 -0.51
C -2.0629 -4.3096 3.7969 -0.87
C -2.7118 -4.0398 4.9969 -0.97
C -3.7485 -3.1188 5.0451 -0.84
C -4.1473 -2.4597 3.8897 -1.03
C -4.7571 -3.3022 -0.0599 0.26
C -4.7320 -4.6422 0.3115 -0.24
C -5.3192 -5.5907 -0.5177 -0.84
C -5.9337 -5.1988 -1.6972 -0.61
C -5.9799 -3.8538 -2.0538 -0.90
C -5.3978 -2.9025 -1.2345 -0.51
C -5.4445 -0.6732 1.2317 0.87
C -6.6075 -1.0379 1.9063 -0.95
C -7.6672 -0.1456 1.9546 -0.80
C -7.5702 1.0852 1.3170 -0.69
C -6.4231 1.4242 0.6134 -0.70
C -5.3531 0.5427 0.5678 -0.17
H -1.9376 -3.8625 1.7058 0.40
H -1.2554 -5.0282 3.7661 0.54
H -2.4089 -4.5530 5.8989 0.44
H -4.2501 -2.9145 5.9803 0.46
H -4.9493 -1.7346 3.9363 0.46
H -4.2682 -4.9560 1.2387 0.41
H -5.3092 -6.6336 -0.2328 0.47
H -6.4016 -5.9393 -2.3316 0.46
H -6.4916 -3.5505 -2.9570 0.48
H -5.4651 -1.8534 -1.4988 0.42
H -6.7077 -2.0110 2.3738 0.51
H -8.5732 -0.4158 2.4774 0.47
H -8.4027 1.7740 1.3544 0.44
H -6.3702 2.3691 0.0903 0.50
H -4.4677 0.7776 -0.0076 0.49
```

=====

Here is a structure of composition C52H71GeKN4O6P2 at a distorted geometry from OMol25. Energies are from the ωB97M-V functional and the def2-TZVPD basis.

Results
Relative energy (zero: lowest compared OMol25 entry of this formula, charge and spin): 38.6 kcal per mole
LUMO (alpha / beta): 1.7410 / 1.0314 eV
2S+1: 2
Net charge: -1
E_HOMO (alpha / beta): -0.10660 / -0.10661 hartree
F_max: 0.021 Eh/bohr
<S²>: 0.7551
Molar mass: 1021.8 g/mol

Structure (XYZ):
```
137
Properties=species:S:1:pos:R:3:mulliken_charge:R:1
K 0.8985 -0.3250 0.0268 1.18
C 4.7927 0.1091 1.9870 -0.42
C 4.1180 -0.3166 3.3071 -0.95
C 2.5662 -0.3654 3.3078 -0.04
N 1.9245 0.5325 2.3716 1.23
C 1.7686 1.7763 2.6812 -0.04
C 2.2203 2.4071 3.9021 -1.07
C 1.6676 3.4661 4.5936 -0.58
C 0.5077 4.2073 4.3465 -0.97
C -0.2715 4.1147 3.1882 -0.20
C -0.0085 3.4660 2.0049 0.35
C 1.1059 2.6286 1.6243 0.87
N 1.5440 2.4855 0.4198 -0.30
C 0.9859 3.3190 -0.6271 -0.15
C 1.7228 3.1480 -1.9613 -1.03
C 1.2966 1.9315 -2.7988 -1.57
N 1.7763 0.6926 -2.2230 0.86
C 2.9228 0.2242 -2.5857 -0.18
C 3.8256 0.7886 -3.5630 -1.00
C 4.7409 0.1248 -4.3576 -0.49
C 4.9872 -1.2426 -4.5275 -0.72
C 4.4417 -2.2720 -3.7423 -0.18
C 3.7614 -2.1847 -2.5534 -0.01
C 3.4302 -0.9751 -1.8098 0.91
N 3.4935 -0.8004 -0.5395 -0.33
C 4.1401 -1.7540 0.3361 0.42
C 5.2670 -1.0445 1.0939 -1.43
H 4.1044 0.7287 1.4086 0.03
H 5.6612 0.7265 2.2313 0.43
H 4.4818 -1.3107 3.5972 0.52
H 4.4424 0.3649 4.0961 0.37
H 2.2591 -1.3814 3.0330 -1.16
H 2.2156 -0.1920 4.3373 0.66
H 3.0871 1.9459 4.3600 0.13
H 2.1835 3.7142 5.5186 0.34
H 0.1870 4.9055 5.1111 0.31
H -1.1978 4.6908 3.2004 0.31
H -0.7344 3.6010 1.2118 -0.63
H -0.0880 3.0936 -0.7930 -0.45
H 1.0226 4.3786 -0.3289 0.37
H 1.5692 4.0524 -2.5609 0.43
H 2.7915 3.0629 -1.7439 0.50
H 0.1976 1.8965 -2.8088 0.35
H 1.6270 2.0677 -3.8377 0.63
H 3.7781 1.8644 -3.6848 0.27
H 5.3139 0.7738 -5.0160 0.31
H 5.6514 -1.5310 -5.3341 0.28
H 4.6432 -3.2830 -4.0919 0.36
H 3.4594 -3.1086 -2.0720 -0.38
H 3.4030 -2.1243 1.0579 -0.58
H 4.5561 -2.6265 -0.1876 0.44
H 5.8058 -1.7863 1.6988 0.35
H 5.9701 -0.6547 0.3519 0.51
C 0.3367 -3.9116 3.0552 -0.80
C -0.9090 -3.0536 3.1438 0.64
C -2.1606 -3.8603 3.4272 -1.57
O -1.0232 -2.2289 1.9568 -0.28
P -1.7058 -2.4055 0.5606 -0.09
O -1.4853 -1.2373 -0.3063 -0.77
C -1.1135 -3.9045 -0.2660 0.02
P 0.5605 -3.4980 -0.8452 -0.60
O 1.2607 -2.7949 0.2365 -0.39
O 0.4823 -2.6431 -2.1402 -0.40
C -0.0756 -2.8124 -3.4643 0.66
C 0.0187 -4.2395 -3.9595 -1.40
C -1.4873 -2.2581 -3.4778 -1.26
O 1.2174 -4.8809 -1.2694 0.17
C 2.1566 -5.5658 -0.3921 1.23
C 3.3504 -5.9713 -1.2286 -1.55
C 1.4519 -6.7581 0.2246 -1.59
O -3.2286 -2.6776 0.9302 0.15
C -4.2998 -2.2255 0.0564 1.14
C -4.9474 -3.4383 -0.5776 -1.60
C -5.2622 -1.4242 0.9068 -1.53
H 0.5586 -4.3260 4.0406 0.57
H 1.1823 -3.3182 2.7143 -0.23
H 0.1968 -4.7401 2.3552 0.06
H -0.7720 -2.3206 3.9367 0.40
H -2.3410 -4.6030 2.6458 0.26
H -3.0395 -3.2205 3.4967 0.29
H -2.0258 -4.3830 4.3751 0.51
H -1.7927 -4.1291 -1.0902 0.41
H -1.0638 -4.7576 0.4111 0.45
H 0.5644 -2.1776 -4.0747 0.43
H -0.5689 -4.9172 -3.3338 0.27
H 1.0525 -4.5836 -3.9589 0.27
H -0.3704 -4.2816 -4.9775 0.51
H -2.1922 -2.9463 -2.9989 0.25
H -1.8077 -2.1064 -4.5104 0.58
H -1.5198 -1.3061 -2.9482 0.15
H 2.4693 -4.8661 0.3833 -0.01
H 3.0331 -6.6338 -2.0381 0.33
H 4.0777 -6.4953 -0.6055 0.41
H 3.8347 -5.0965 -1.6620 0.32
H 1.0743 -7.4159 -0.5617 0.34
H 0.6119 -6.4464 0.8486 0.31
H 2.1475 -7.3214 0.8497 0.40
H -3.8686 -1.5812 -0.7118 0.14
H -5.3369 -4.0997 0.1996 0.31
H -4.2332 -4.0002 -1.1831 0.32
H -5.7729 -3.1283 -1.2208 0.40
H -5.7008 -2.0635 1.6770 0.37
H -6.0645 -1.0186 0.2874 0.44
H -4.7453 -0.5954 1.3932 0.26
C -4.6136 1.7439 -1.1410 -1.01
Ge -2.9741 2.7329 -0.6356 1.49
C -3.2668 2.7195 1.3044 0.32
C -2.7782 1.6199 2.0194 -0.59
C -3.0911 1.4526 3.3615 -0.82
C -3.8935 2.3863 4.0065 -0.66
C -4.3613 3.4931 3.3114 -0.73
C -4.0475 3.6598 1.9666 0.03
C -3.1219 4.4837 -1.5030 0.37
C -3.7710 4.5079 -2.7138 -0.71
C -3.5925 5.5669 -3.6363 -0.98
C -2.6895 6.5531 -3.3775 -0.76
C -1.9799 6.5764 -2.1478 0.85
C -1.0235 7.5801 -1.8595 -0.88
C -0.3744 7.6050 -0.6577 -0.72
C -0.6787 6.6456 0.3331 -0.55
C -1.5909 5.6643 0.0742 0.87
C -2.2354 5.5691 -1.1860 0.10
H -5.4577 2.3099 -0.7424 0.53
H -4.5848 0.7626 -0.6668 -0.33
H -4.7368 1.6017 -2.2159 0.46
H -2.1316 0.8979 1.5294 0.57
H -2.6950 0.6036 3.9050 0.50
H -4.1433 2.2584 5.0521 0.37
H -4.9674 4.2332 3.8192 0.37
H -4.4133 4.5345 1.4367 0.39
H -4.4341 3.6945 -2.9865 0.37
H -4.1517 5.5691 -4.5636 0.39
H -2.4965 7.3304 -4.1083 0.37
H -0.8066 8.3255 -2.6165 0.36
H 0.3744 8.3610 -0.4592 0.39
H -0.1760 6.6747 1.2916 0.48
H -1.8365 4.9403 0.8401 -0.45
```